Density functional theory data (the ωB97M-V functional and the def2-TZVPD basis) for the molecule C3H5N3S at a distorted geometry.

## Properties
- spin multiplicity = 1
- relative energy (zero: lowest compared OMol25 entry of this formula, charge and spin) (eV) = 3.551
- structure (SMILES) = Nc1cnc(S)[nH]1
- LUMO level (eV) = 0.3923
- E_tot (Eh) = -679.65470
- total charge = 0

Cartesian coordinates (Å):
1 N -0.044546 1.440794 1.705341
2 C 0.416113 0.436806 0.636971
3 C 0.610198 -1.075567 0.667060
4 N 0.298646 -1.573884 -0.515956
5 C -0.146619 -0.623493 -1.198243
6 S -0.499413 -0.712222 -2.795261
7 N -0.177263 0.595836 -0.516140
8 H 0.608748 2.462411 1.476389
9 H -0.034906 0.782337 2.718091
10 H 0.954294 -1.538869 1.544595
11 H -1.482684 -1.714560 -2.807281
12 H -0.502568 1.520411 -0.915566

Cartesian forces, eV/Å:
3.095 -1.014 -0.117
-1.518 -2.776 4.171
0.196 5.416 1.523
1.250 -2.727 2.092
-1.006 3.373 0.166
-1.822 -0.725 -4.160
-0.697 1.055 -3.730
-2.138 -4.200 2.138
0.809 3.475 -3.578
0.475 -1.020 0.565
0.922 1.017 0.270
0.435 -1.874 0.660

Atomic partial charges in e from the natural (NBO) method, atoms 1 to 2: -0.892, 0.239

Density functional theory data (the ωB97M-V functional and the def2-TZVPD basis) for the molecule C4H12N2 at a distorted geometry.

## Properties
- spin multiplicity = 1
- relative energy (zero: lowest compared OMol25 entry of this formula, charge and spin) (eV) = 1.552
- structure (SMILES) = CCCNNC
- LUMO level (eV) = 1.1293
- E_tot (Eh) = -269.05933
- total charge = 0

Cartesian coordinates (Å):
1 C 2.014053 1.889883 0.259114
2 C 0.652955 1.557304 -0.333554
3 C 0.220626 0.082041 -0.000895
4 N -0.882487 -0.209461 -0.885626
5 N -1.276018 -1.614601 -0.798394
6 C -1.685367 -2.174137 0.479352
7 H 2.007730 1.752371 1.339166
8 H 2.278994 2.924475 0.049817
9 H 2.781764 1.245124 -0.163746
10 H -0.109093 2.220565 0.081417
11 H 0.668026 1.718854 -1.411654
12 H 1.047164 -0.595686 -0.234275
13 H -0.009750 0.017567 1.073886
14 H -1.697954 0.341841 -0.627082
15 H -0.564887 -2.187443 -1.245842
16 H -2.401395 -1.497479 0.949509
17 H -0.859107 -2.348251 1.182792
18 H -2.185254 -3.122967 0.286016

Cartesian forces, eV/Å:
-0.231 0.109 0.002
0.045 -0.894 0.674
0.536 1.964 -0.505
-0.281 -2.123 0.514
-0.455 0.598 -0.802
0.439 0.392 0.072
0.082 0.003 0.103
0.113 0.055 0.033
0.109 -0.032 -0.016
-0.018 0.112 -0.032
-0.086 -0.243 -0.018
-0.089 -0.016 0.029
0.060 -0.127 -0.105
0.041 -0.187 -0.139
-0.140 0.442 0.052
-0.034 -0.063 0.007
-0.086 0.008 0.091
-0.006 0.002 0.040

Atomic partial charges in e from the natural (NBO) method, atoms 1 to 2: -0.604, -0.396

Density functional theory data (the ωB97M-V functional and the def2-TZVPD basis) for a cluster of 2 separate species, C3H11NO2 in total at a distorted geometry.

## Properties
- spin multiplicity = 1
- relative energy (zero: lowest compared OMol25 entry of this formula, charge and spin) (eV) = 0.870
- structure (SMILES) = CCO.NCO
- LUMO level (eV) = 0.6378
- E_tot (Eh) = -326.09950
- total charge = 0

Cartesian coordinates (Å):
1 C -0.532630 2.041863 -0.718421
2 C -0.467794 1.354009 0.643675
3 O -1.330848 0.198309 0.700105
4 H -1.545299 2.191939 -1.089887
5 H -0.155863 3.051530 -0.522642
6 H 0.114157 1.507042 -1.402685
7 H -0.628366 2.047237 1.481058
8 H 0.552410 1.036251 0.847280
9 H -2.152668 0.424470 1.184042
10 N 1.196120 -1.880147 0.815305
11 C 0.799385 -2.138387 -0.550674
12 O 0.298768 -1.023920 -1.282568
13 H 2.081574 -1.488471 1.075391
14 H 0.429159 -1.488907 1.339225
15 H 1.700332 -2.315196 -1.160248
16 H 0.112552 -2.975667 -0.451271
17 H -0.470993 -0.541950 -0.907686

Cartesian forces, eV/Å:
0.247 0.620 1.144
-0.167 0.191 0.208
-0.424 0.447 0.771
-0.031 -0.377 -0.022
0.279 -0.052 -0.458
-0.140 0.110 -0.413
-0.661 -0.099 -0.238
0.088 -0.459 -0.318
0.796 -0.151 -0.570
-0.615 -0.404 0.163
1.194 1.227 0.389
-0.678 0.603 -0.262
0.119 0.337 -0.554
0.078 0.038 0.214
-0.393 -0.860 0.487
-0.250 -0.013 -0.742
0.559 -1.159 0.201

Atomic partial charges in e from the natural (NBO) method, atoms 1 to 2: -0.650, -0.078